No. 1
Entry from the OMol25 dataset: a structure of composition C8H19AlBr2N2O4P (ωB97M-V/def2-TZVPD).

```
37
Properties=species:S:1:pos:R:3:lowdin_charge:R:1
C 0.5970 2.9150 2.1846 -0.0155
C 0.4802 3.6286 0.8624 -0.5457
O 1.1949 4.5559 0.5559 0.1021
O -0.5929 3.2929 0.1019 -0.0494
C -0.6176 2.0163 -0.5762 -0.2823
C 0.6983 1.6001 -1.2402 -0.2694
Al 1.7281 0.1653 -0.2733 0.1520
P 4.0011 0.1135 -1.0133 0.4921
N 4.5582 1.5049 -1.6005 -0.4319
C 0.8352 -1.6701 -0.5988 -0.7942
Br -0.9488 -1.4508 -1.4109 0.6473
C 0.7011 -2.4943 0.6856 -0.8519
C -0.0201 -3.8465 0.6119 -0.1833
Br 2.5562 -2.8170 1.2562 0.6522
H 0.0123 1.9977 2.2306 0.0632
H 1.6530 2.6906 2.3653 0.0798
H 0.2575 3.6131 2.9609 0.0872
H -0.9850 1.2459 0.1223 0.0796
H -1.4058 2.1573 -1.3274 0.1094
H 1.2883 2.4841 -1.5122 0.0552
H 0.4226 1.1290 -2.1959 0.0359
H 1.7363 0.3781 1.3199 -0.0426
H 4.7961 -0.3225 0.0781 -0.0865
H 4.2811 -0.9743 -1.8859 -0.0858
H 3.7918 2.1706 -1.6382 -0.1126
H 1.3951 -2.2755 -1.3236 0.0303
H 0.2836 -1.8761 1.4842 0.0667
H 0.6778 -4.6500 0.3635 0.0510
H -0.8088 -3.8165 -0.1416 0.0266
H -0.4775 -4.0926 1.5764 0.0739
C -4.7433 -0.4316 -0.4278 0.0361
N -4.3805 -1.8364 -0.0974 -0.4675
O -3.6812 -2.0255 0.8701 0.0487
O -4.8076 -2.6991 -0.8371 0.0465
H -4.2810 0.2183 0.3049 0.0934
H -4.3687 -0.2333 -1.4273 0.0950
H -5.8268 -0.3653 -0.4073 0.0942
```

Calculated values
- Kohn-Sham gap (eV) = 6.98
- LUMO level (eV) = 2.27
- HOMO (eV) = -4.710
- charge = -1
- molar mass (g mol⁻¹) = 425.01

No. 2
Entry from the OMol25 dataset: a structure of composition C8H19BClO2Tl in a non-equilibrium geometry (ωB97M-V/def2-TZVPD).

```
32
Properties=species:S:1:pos:R:3:lowdin_charge:R:1
C 3.8960 -2.3849 0.5736 -0.0550
C 3.8181 -0.8856 0.7952 -0.2309
O 3.2008 -0.2033 -0.3033 -0.1590
C 1.8065 -0.2704 -0.3175 -0.1788
C 1.3447 0.9278 -1.1521 -0.1920
O 0.5673 1.8697 -0.4269 -0.0827
C -0.7818 1.8426 -0.5760 -0.1269
B -1.3828 1.1148 0.8166 -0.1704
C -3.0321 0.9505 0.5537 -0.0758
C -3.0163 -0.4720 0.0049 -0.7229
C -4.5149 -0.8874 0.1441 -0.0408
Cl -2.4735 -0.6043 -1.6466 0.7842
H 4.0077 -2.5821 -0.4883 0.0853
H 2.9818 -2.8770 0.8949 0.0766
H 4.7200 -2.8122 1.1310 0.0868
H 3.2546 -0.6836 1.7069 0.1205
H 4.8056 -0.4594 0.9184 0.1240
H 1.4293 -1.1871 -0.7703 0.1452
H 1.4070 -0.1611 0.6923 0.1230
H 2.3067 1.4256 -1.3736 -0.0745
H 0.8525 0.6317 -2.0770 0.1411
H -1.1118 1.5122 -1.5491 0.0824
H -1.1614 2.8561 -0.3858 0.1740
H -1.3714 1.6697 1.9095 0.1620
H -0.6746 0.1453 1.0057 0.1277
H -3.5292 0.9532 1.5186 0.1245
H -3.5504 1.6793 -0.0572 0.1377
H -2.4282 -1.1410 0.6309 0.1193
H -4.5938 -1.9065 -0.2181 0.1035
H -4.7873 -0.8617 1.1925 0.1013
H -5.1410 -0.2145 -0.4264 0.0996
Tl 3.1517 3.0155 -2.7207 1.1910
```

Calculated values
- Kohn-Sham gap (eV) = 5.16
- energy relative to the best compared isomer or geometry (same formula, charge and spin) (kcal per mole) = 0.0
- LUMO level (eV) = -10.71
- HOMO (eV) = -15.871
- charge = +2
- molar mass (g mol⁻¹) = 397.89

No. 3
Entry from the OMol25 dataset: the molecule C8H19BN2O3 in a non-equilibrium geometry (ωB97M-V/def2-TZVPD).

```
33
Properties=species:S:1:pos:R:3:lowdin_charge:R:1
C -2.0757 -0.2359 2.9503 -0.1098
C -0.7358 -0.5182 2.2943 -0.2564
C 0.0188 0.7955 2.0658 -0.1976
C 1.5023 0.6119 1.5772 -0.1548
C 1.6155 -0.1375 0.2917 -0.2365
N 0.8307 0.3507 -0.8436 0.1197
C -0.1968 -0.3842 -1.4166 -0.4589
O -0.5165 -1.4714 -1.0237 0.0543
C -1.1026 0.1299 -2.5387 -0.3638
C -2.4595 0.5015 -2.0052 -0.0562
N -1.2370 -1.0112 -3.4878 0.0465
B 3.0811 0.0324 -0.3691 -0.5559
O 3.5436 -0.9712 -1.2430 0.1218
O 3.8289 1.1925 -0.1338 0.1458
H -1.9657 0.3728 3.8180 0.0557
H -2.5739 -1.1592 3.2891 0.0779
H -2.7360 0.3061 2.2934 0.0661
H -0.1369 -1.1889 2.8880 0.1060
H -0.8406 -0.9911 1.3193 0.0856
H -0.4793 1.3972 1.3174 0.0969
H -0.0096 1.4344 2.9638 0.1110
H 2.0337 0.0630 2.3769 0.1313
H 2.0152 1.5789 1.4548 0.1126
H 1.3595 -1.2004 0.4150 0.1449
H 1.0414 1.2929 -1.1848 0.1623
H -0.6033 0.9678 -3.0243 0.1285
H -3.3190 0.3607 -2.6786 0.0887
H -2.6836 -0.0805 -1.1083 0.0801
H -2.4770 1.5545 -1.7055 0.0792
H -0.3252 -1.4564 -3.4873 0.0678
H -1.8291 -1.6758 -3.0089 0.0664
H 2.8243 -1.6610 -1.3372 0.1261
H 4.6084 1.2000 -0.7186 0.1149
```

Calculated values
- Kohn-Sham gap (eV) = 9.87
- energy relative to the best compared isomer or geometry (same formula, charge and spin) (kcal per mole) = 5.1
- LUMO level (eV) = 0.36
- HOMO (eV) = -9.509
- charge = 0
- SMILES = CCCC[C@@H](NC(=O)[C@H](C)N)B(O)O
- molar mass (g mol⁻¹) = 202.06

No. 4
Entry from the OMol25 dataset: a cluster of 3 separate species, C8H19BN2O8 in total (ωB97M-V/def2-TZVPD).

```
38
Properties=species:S:1:pos:R:3:lowdin_charge:R:1
C 4.0347 -1.0118 1.8474 -0.0527
O 3.3130 -0.6270 0.6827 0.0795
B 2.0010 -0.2872 0.8312 -0.7456
O 1.5050 0.8897 0.3575 0.2113
O 1.1733 -1.2261 1.4811 0.2209
C -0.0768 -1.4809 1.0370 -0.5106
O -0.3873 -2.5051 0.5006 0.1856
O -0.9859 -0.4739 1.2126 0.0345
O -0.8995 0.0531 2.5515 0.0483
H 3.4196 -1.5817 2.5423 0.0916
H 4.8772 -1.6264 1.5456 0.0919
H 4.4211 -0.1306 2.3593 0.0927
H 1.1589 1.4801 1.0419 0.0699
H -0.3755 0.8609 2.4309 0.0812
C -0.9879 -3.9884 -2.5156 -0.0806
N -1.6434 -4.4795 -3.7155 0.0043
C -2.8645 -5.0639 -3.8297 -0.5587
C -3.6661 -5.2375 -2.5592 -0.0136
O -3.2869 -5.4284 -4.9142 0.0252
H -0.7808 -2.9220 -2.6123 0.0820
H -0.0427 -4.5097 -2.3583 0.0846
H -1.6126 -4.1371 -1.6432 0.0643
H -1.1583 -4.3910 -4.5937 0.1361
H -4.6063 -5.7135 -2.8172 0.0792
H -3.1334 -5.8657 -1.8449 0.0829
H -3.8709 -4.2738 -2.0925 0.0835
C -0.1590 6.6217 0.6421 -0.0665
N -0.4493 5.2001 0.6616 0.0196
C 0.2095 4.2178 1.3157 -0.5191
C 1.4099 4.6152 2.1432 0.0018
O -0.1693 3.0564 1.2262 0.0267
H -1.0063 7.1893 1.0285 0.0863
H 0.0432 6.9551 -0.3762 0.0868
H 0.7089 6.8391 1.2542 0.0714
H -1.2371 4.8686 0.1270 0.1463
H 1.8231 3.7224 2.6016 0.0804
H 2.1755 5.0779 1.5206 0.0903
H 1.1257 5.3137 2.9301 0.0882
```

Calculated values
- Kohn-Sham gap (eV) = 9.33
- LUMO level (eV) = 0.24
- HOMO (eV) = -9.088
- charge = 0
- SMILES = COB(O)OC(=O)OO.CNC(C)=O.CNC(C)=O
- molar mass (g mol⁻¹) = 282.06

Look up the charge of the third one. 0

What is the formula in the fourth record? C8H19BN2O8

Among the records above, which one has the lowest molar mass? C8H19BN2O3

What did the fourth record say?
Entry from the OMol25 dataset: a cluster of 3 separate species, C8H19BN2O8 in total (ωB97M-V/def2-TZVPD).

```
38
Properties=species:S:1:pos:R:3:lowdin_charge:R:1
C 4.0347 -1.0118 1.8474 -0.0527
O 3.3130 -0.6270 0.6827 0.0795
B 2.0010 -0.2872 0.8312 -0.7456
O 1.5050 0.8897 0.3575 0.2113
O 1.1733 -1.2261 1.4811 0.2209
C -0.0768 -1.4809 1.0370 -0.5106
O -0.3873 -2.5051 0.5006 0.1856
O -0.9859 -0.4739 1.2126 0.0345
O -0.8995 0.0531 2.5515 0.0483
H 3.4196 -1.5817 2.5423 0.0916
H 4.8772 -1.6264 1.5456 0.0919
H 4.4211 -0.1306 2.3593 0.0927
H 1.1589 1.4801 1.0419 0.0699
H -0.3755 0.8609 2.4309 0.0812
C -0.9879 -3.9884 -2.5156 -0.0806
N -1.6434 -4.4795 -3.7155 0.0043
C -2.8645 -5.0639 -3.8297 -0.5587
C -3.6661 -5.2375 -2.5592 -0.0136
O -3.2869 -5.4284 -4.9142 0.0252
H -0.7808 -2.9220 -2.6123 0.0820
H -0.0427 -4.5097 -2.3583 0.0846
H -1.6126 -4.1371 -1.6432 0.0643
H -1.1583 -4.3910 -4.5937 0.1361
H -4.6063 -5.7135 -2.8172 0.0792
H -3.1334 -5.8657 -1.8449 0.0829
H -3.8709 -4.2738 -2.0925 0.0835
C -0.1590 6.6217 0.6421 -0.0665
N -0.4493 5.2001 0.6616 0.0196
C 0.2095 4.2178 1.3157 -0.5191
C 1.4099 4.6152 2.1432 0.0018
O -0.1693 3.0564 1.2262 0.0267
H -1.0063 7.1893 1.0285 0.0863
H 0.0432 6.9551 -0.3762 0.0868
H 0.7089 6.8391 1.2542 0.0714
H -1.2371 4.8686 0.1270 0.1463
H 1.8231 3.7224 2.6016 0.0804
H 2.1755 5.0779 1.5206 0.0903
H 1.1257 5.3137 2.9301 0.0882
```

Calculated values
- Kohn-Sham gap (eV) = 9.33
- LUMO level (eV) = 0.24
- HOMO (eV) = -9.088
- charge = 0
- SMILES = COB(O)OC(=O)OO.CNC(C)=O.CNC(C)=O
- molar mass (g mol⁻¹) = 282.06